Record 1
Here is a molecular structure, C21H41IN4O5PReS from the OMol25 dataset. Energies are from ωB97M-V with the def2-TZVPD basis set.

Results
* LUMO level (spin up / spin down): -2.3 / -2.9 eV
* molecular weight: 805.7 g/mol
* ΔE to the lowest compared entry with this formula, charge and spin: 22.9 kcal per mole
* E_tot: -68988.4833 eV
* E_HOMO (spin up / spin down): -0.3393 / -0.3662 Eh
* F_max: 3.3 eV/A

The geometry in ORCA input format:
```
! wB97M-V def2-TZVPD RIJCOSX def2/J DEFGRID3
* xyz 1 4
C -2.9781 1.8856 1.6894
H -3.5471 2.8661 -1.2456
H -0.2260 -0.5694 4.9832
C -0.2813 -0.1137 -5.1110
H 0.5167 -1.5626 -4.0034
H 0.0371 0.9091 -5.4188
C 3.7466 -1.3415 -3.1982
I 1.2270 2.8316 -3.5345
O -2.0778 0.1127 -3.5196
C 4.2017 0.7069 -2.1253
H -2.8904 2.9749 1.7063
H -1.2315 1.5253 2.9735
H -2.5375 0.3096 3.2097
H 2.0911 -2.7158 5.0951
H 1.0961 0.5994 4.9973
H 1.4539 -0.1587 -3.9802
C 2.7538 1.7101 2.2513
Re -0.6820 0.0572 -2.1320
C 4.4989 -0.1933 -3.1328
H 1.4334 -0.9253 5.5775
H -2.3074 -2.5815 -0.4487
C 1.4192 -3.4237 4.6624
H 2.2887 -2.6167 -2.1415
C 4.7956 0.7065 1.4671
O -2.8594 -0.8252 0.4148
H 1.3195 -3.8029 2.5539
H -3.8156 1.9860 -2.7362
C 2.3869 -0.6766 -1.3101
P -2.4203 0.3711 -0.5187
H -0.2636 2.6060 -1.3444
N 3.3988 0.9712 1.2864
C -3.4744 -2.8237 1.3670
H 1.7793 -4.4496 4.6958
H 3.5589 2.4229 -0.3444
N 1.2487 -0.7535 3.4707
H -4.0307 1.4737 1.4953
C -3.1795 -2.1971 0.0818
H -6.1594 2.4009 -0.8323
O -2.1183 1.5802 0.5494
H -3.4736 -3.9049 1.2249
H 5.2357 0.0161 -3.9061
N 0.5111 -0.5608 -3.9504
H -2.6986 2.0631 3.7839
N 1.2681 -3.0907 3.2566
C -1.7906 -0.1358 -4.8367
H 3.9094 -2.1001 -3.9668
H -4.3513 -2.4477 1.8008
H 5.1818 -0.2383 1.0661
H -3.9843 -2.2663 -0.6348
H 3.1405 1.5032 3.2613
C 3.2201 0.4635 -1.2080
C 0.8524 -0.4394 4.8229
H -2.6231 -2.6999 2.0590
H 1.8089 2.1577 1.9939
H 4.9946 0.8228 2.5336
H 1.4065 -1.7465 1.6796
C 1.3253 -1.8285 2.7719
H -5.7241 3.3002 -2.2656
C -0.5202 2.1236 -2.3133
H -0.1617 -0.8146 -5.9377
H 5.3663 1.4443 0.9517
C -5.6358 2.2881 -1.7873
H 1.3573 0.0414 2.8593
H -6.1679 1.5158 -2.3268
O -3.8583 0.7585 -1.0969
C -4.1339 2.0093 -1.7318
H 0.4284 -3.4141 5.1340
H 4.7293 1.6684 -2.1210
O -2.6055 -0.4291 -5.6456
C 2.7255 -1.6423 -2.2595
C -2.3277 1.3949 3.0005
H -1.3292 2.6039 -2.9580
S 0.8315 -0.8035 -0.5050
C 3.0298 1.4736 -0.0956
H 1.8920 1.6375 -0.1036
*
```

Record 2
Here is 7 unconnected molecules or ions with the total composition C21H41O9P2 from the OMol25 dataset. Energies are from ωB97M-V with the def2-TZVPD basis set.

Results
* LUMO level: 1.8 eV
* molecular weight: 499.5 g/mol
* ΔE to the lowest compared entry with this formula, charge and spin: 177.0 kcal per mole
* E_tot: -59441.2061 eV
* E_HOMO: -0.0745 Eh
* F_max: 8.5 eV/A

The geometry in ORCA input format:
```
! wB97M-V def2-TZVPD RIJCOSX def2/J DEFGRID3
* xyz -1 1
C -3.6607 8.0560 -3.2728
C 1.0260 -2.1328 -1.8129
C 2.2437 -4.0373 -5.3316
C -0.2259 0.4679 9.2283
H 1.3031 -2.1151 -7.2106
H -3.7956 6.4258 -0.9416
H -1.4023 4.2708 -5.4524
H -1.0742 -0.4252 -0.9279
H -1.1342 0.9719 9.5682
C -1.3506 -0.4065 7.0856
H 1.9552 1.0735 4.3285
H -0.1570 -0.5301 9.6683
C 3.5702 -4.9805 1.6841
C -0.2287 0.3660 7.7264
H 0.4400 3.9252 2.2793
H -0.5996 0.1956 -4.4780
C 1.0728 0.8183 3.7364
O 0.6518 0.8936 7.0489
H 2.5472 -0.9024 -6.8340
H 1.4497 3.6410 3.7145
O 0.5921 -6.4607 0.6818
C -1.2536 3.6216 -4.5829
O -0.9808 1.9308 -6.2466
H 0.6415 1.0537 9.5506
H -2.1551 3.6517 -3.9658
H 2.9390 -4.6040 -5.9560
H 2.9010 -2.9234 2.4906
C 2.3318 -1.9757 -6.8686
H 0.3918 -8.3427 2.6939
H 0.1928 0.7388 4.3797
H -3.6200 4.8866 -1.8134
H -0.1953 0.1856 0.4915
H -1.5376 -4.8924 1.0697
H 0.4088 0.5639 -1.1370
H 1.2112 -4.2688 -5.6051
H 1.6428 -3.0210 -1.6393
C -0.9996 2.2132 -5.0496
H 1.5668 -1.4562 -2.4794
C -0.7695 1.1638 -3.9952
H -3.0693 8.4386 -4.1115
O 0.8615 1.5852 1.4851
O -1.6667 -5.4633 1.9081
H 4.8343 -7.2422 1.7213
P 1.1118 -4.6420 3.1895
H 1.2426 -0.1500 3.2537
H 0.1931 -3.6042 3.6409
H 0.0839 -2.4453 -2.2703
C -3.9928 5.9138 -1.8868
O 1.2015 -1.8949 0.5565
C -3.2844 6.6223 -3.0103
H -2.3089 0.0586 7.3300
C -0.0826 -0.1989 -0.5278
P -0.0483 -6.1642 2.1162
O -2.4310 6.0517 -3.6876
H 0.1130 1.4191 -3.4032
H -3.4486 8.6635 -2.3894
O 2.8274 -1.8631 -4.5356
C 2.4974 -2.5622 -5.4922
H -5.0670 5.8826 -2.0860
H 2.4012 -4.3208 -4.2855
C 2.3738 -3.8435 1.9557
C 0.8426 1.8677 2.6820
H -0.3926 3.9865 -4.0172
C 4.4115 -6.1315 1.6096
C 0.5887 3.2761 3.1488
C 0.7553 -1.4491 -0.4994
O -0.2801 -7.6516 3.0330
H -1.2232 -0.3962 5.9979
H 3.0310 -2.4505 -7.5615
H -0.3128 3.3062 3.7658
H -4.7200 8.1204 -3.5337
H -1.6494 1.0843 -3.3519
H -1.3318 -1.4435 7.4301
*
```

Record 3
Here is a molecular structure, C21H42As3F5OReTe from the OMol25 dataset. Energies are from ωB97M-V with the def2-TZVPD basis set.

Results
* LUMO level (spin up / spin down): -10.0 / -9.5 eV
* molecular weight: 944.1 g/mol
* E_tot: -230014.3343 eV
* E_HOMO (spin up / spin down): -0.4521 / -0.4528 Eh
* F_max: 6.2 eV/A

The geometry in ORCA input format:
```
! wB97M-V def2-TZVPD RIJCOSX def2/J DEFGRID3
* xyz 2 2
F 0.5630 1.5835 -1.8830
H 5.6617 2.4445 -0.9016
C -2.4699 -0.2364 0.8188
H -3.3786 0.2963 0.5046
H -4.0816 -1.3112 -1.2345
O 1.2004 -0.7704 -0.4812
H -1.4047 3.0537 -1.0758
C 1.3765 -2.1532 2.0125
H 0.5096 4.5986 1.0924
Te -0.5863 -0.2849 -2.0579
H -5.5905 -3.3090 -2.0464
H 1.0164 -4.4859 -0.9361
C -3.2108 -3.0712 -4.0361
C 2.7914 3.2434 -0.1135
H -0.9429 1.0544 3.2379
H 2.5435 -3.8446 -0.2531
C -3.6569 -2.3522 1.0452
H -2.4781 -1.0259 -1.9023
H 3.2036 2.2407 3.8756
H -2.3991 1.9464 2.7547
H 2.0084 5.2144 1.7711
H 1.0048 4.1360 2.7359
H -0.8231 2.7414 2.7040
As -3.0554 -3.4670 -2.1381
H 4.9643 0.9087 -1.4082
H -2.1637 3.5086 0.4765
C 1.3583 4.3404 1.7293
H -3.5561 -3.9671 -4.5489
As -1.0726 1.2203 0.6604
C -3.0497 -1.6752 -1.2300
C -2.5409 -1.6578 0.2236
H 2.4799 0.6715 3.5383
H 3.4648 5.0980 -0.8623
H -5.0914 -4.9557 -2.4707
H 2.8475 4.0186 -2.1041
H 4.1086 -0.3012 2.2420
C 2.4149 1.7340 3.3165
C 3.7047 2.1417 -0.1914
H -1.4527 -3.5041 0.0870
C 4.7393 1.9573 -1.2326
C -1.2918 -2.5111 0.5344
C -4.8989 -4.1154 -1.8064
H 2.4637 -2.0895 1.9703
H 1.8647 -3.1659 -1.7726
H -4.5929 -1.8053 0.9389
H 1.7264 4.8565 -1.0223
Re 1.3591 1.3194 0.0807
H 1.4600 2.1079 3.6779
H 0.9855 -1.2762 2.5348
H -2.9587 2.3672 -0.6345
H 1.1058 -3.0536 2.5640
C 1.6278 -3.5948 -0.7938
H -3.4159 -2.4058 2.1063
C 2.5975 2.0083 1.8598
C 3.5678 1.3651 1.0007
F -0.4615 -2.4263 -2.1353
C 4.4480 0.2201 1.3503
H -1.2627 -2.6488 1.6219
H 4.5198 -0.4874 0.5212
H -3.8077 -3.3710 0.6886
H -2.2658 -2.7601 -4.4682
H -3.9380 -2.2677 -4.1624
H 4.4530 2.4210 -2.1732
C -1.9982 2.6960 -0.2330
F -1.3293 -0.8045 -3.7471
H 5.4570 0.5943 1.5418
F -1.8907 1.2021 -2.5879
C 2.6913 4.3593 -1.0830
H -5.0792 -4.4471 -0.7881
F 0.9945 -0.4909 -3.1015
As 0.6652 -2.2177 0.1874
C -1.3379 1.7965 2.5402
H -2.5363 -0.3524 1.9105
C 2.1246 3.1949 1.1589
*
```